Computed, not measured: a molecular structure, C38H46BaClF6Ge3N2O4S2, with ωB97M-V with the def2-TZVPD basis set.

Multiplicity: 2
Lowest unoccupied orbital energy (alpha / beta), Eh: 0.1397 / 0.1311
Total charge: -2
Strongest force on any atom, eV/A: 0.68
E, eV: -272062.965

Cartesian coordinates (Å):
Ba: 0.056 0.171 1.023
C: -2.638 -0.693 2.751
C: -2.886 -0.591 1.369
C: -2.896 0.776 1.024
C: -2.658 1.520 2.201
C: -2.499 0.610 3.265
H: -2.552 -1.612 3.313
H: -3.024 -1.413 0.680
H: -3.056 1.175 0.028
H: -2.642 2.596 2.290
H: -2.311 0.872 4.297
C: 4.259 -3.505 1.125
C: 2.987 -4.038 1.007
C: 1.932 -3.187 0.718
N: 2.094 -1.878 0.524
C: 3.325 -1.375 0.619
C: 4.435 -2.144 0.930
H: 5.102 -4.140 1.370
H: 2.800 -5.094 1.146
H: 0.921 -3.565 0.642
H: 3.415 -0.306 0.445
H: 5.408 -1.680 1.019
C: 1.918 2.544 -3.749
Ge: 1.085 2.901 -1.990
C: -0.839 2.567 -2.324
C: 1.240 4.871 -1.781
C: 1.800 1.899 -0.515
H: 1.487 3.203 -4.509
H: 1.748 1.510 -4.054
H: 2.996 2.717 -3.709
H: -1.246 3.274 -3.052
H: -1.431 2.637 -1.407
H: -0.969 1.555 -2.716
H: 0.793 5.383 -2.639
H: 2.294 5.154 -1.720
H: 0.744 5.224 -0.875
H: 2.215 2.606 0.222
H: 2.652 1.324 -0.908
Cl: -1.712 7.710 5.793
C: -1.411 6.625 4.456
C: -2.354 6.522 3.439
C: -2.116 5.669 2.383
C: -0.927 4.902 2.309
C: -0.680 4.037 1.237
C: -0.001 5.027 3.375
C: -0.241 5.875 4.433
H: -3.264 7.104 3.489
H: -2.849 5.573 1.592
H: 0.246 3.481 1.178
H: -1.403 3.907 0.444
H: 0.892 4.417 3.359
H: 0.463 5.950 5.251
F: 0.924 -2.005 6.727
C: 0.389 -2.514 5.614
F: 0.756 -3.799 5.526
F: -0.935 -2.460 5.716
S: 0.988 -1.607 4.128
O: 2.417 -1.744 4.151
O: 0.268 -2.209 3.038
N: 0.446 -0.187 4.437
S: 0.992 1.268 4.481
O: 1.130 1.834 3.158
O: 0.309 2.027 5.481
C: 2.747 1.226 5.086
F: 3.097 2.480 5.413
F: 3.596 0.797 4.160
F: 2.866 0.467 6.176
C: -4.351 -1.897 -2.046
Ge: -2.803 -1.647 -3.251
C: -2.955 -3.171 -4.521
C: -3.246 -0.038 -4.319
Ge: -0.717 -1.476 -1.955
C: 0.653 -1.325 -3.428
C: 1.967 -1.039 -3.039
C: 3.003 -0.942 -3.959
C: 2.748 -1.109 -5.313
C: 1.451 -1.375 -5.730
C: 0.426 -1.486 -4.796
C: -0.562 -3.464 -1.624
C: -1.392 -4.045 -0.656
C: -1.262 -5.373 -0.274
C: -0.278 -6.170 -0.849
C: 0.554 -5.620 -1.816
C: 0.408 -4.291 -2.198
H: -5.280 -1.898 -2.623
H: -4.402 -1.103 -1.299
H: -4.273 -2.851 -1.520
H: -3.998 -3.313 -4.818
H: -2.601 -4.086 -4.042
H: -2.360 -3.008 -5.421
H: -4.206 -0.168 -4.827
H: -2.477 0.157 -5.069
H: -3.309 0.838 -3.671
H: 2.177 -0.872 -1.988
H: 4.007 -0.713 -3.619
H: 3.550 -1.020 -6.038
H: 1.236 -1.498 -6.786
H: -0.575 -1.708 -5.150
H: -2.143 -3.431 -0.166
H: -1.917 -5.782 0.487
H: -0.161 -7.204 -0.546
H: 1.327 -6.229 -2.274
H: 1.076 -3.884 -2.950

Forces on the atoms, in the same order (eV/Å):
-0.6 0.0 0.2
0.1 0.1 0.0
0.0 -0.1 -0.1
-0.1 0.1 -0.1
0.0 0.0 -0.1
0.1 0.0 -0.1
0.0 0.0 0.0
-0.1 0.0 0.0
-0.1 0.0 0.0
0.0 0.0 0.0
0.0 0.0 0.0
0.0 0.0 0.0
0.0 0.0 0.0
0.0 0.0 0.0
0.1 0.0 0.1
0.0 0.0 0.1
0.0 0.0 -0.1
0.0 0.0 0.0
0.0 0.0 0.0
0.0 0.0 0.0
0.0 0.0 0.0
0.0 0.0 0.0
0.0 0.0 0.0
0.0 0.0 0.0
0.0 0.0 0.0
0.0 0.0 0.0
0.0 0.0 0.0
0.0 0.0 0.0
0.0 0.0 0.0
0.0 0.0 0.0
0.0 0.0 0.0
0.0 0.0 0.0
0.0 0.0 0.0
0.0 0.0 0.0
0.0 0.0 0.0
0.0 0.0 0.0
0.0 0.0 0.0
0.0 0.0 0.0
0.0 0.0 0.0
0.0 0.0 0.0
0.0 0.0 0.0
0.0 0.0 0.0
0.0 0.0 0.0
0.1 0.0 0.0
0.0 0.0 0.0
0.0 0.0 0.0
0.0 0.0 0.0
0.0 0.0 0.0
0.0 0.0 0.0
0.0 0.0 0.0
0.0 0.0 0.0
0.0 0.0 0.0
0.0 0.0 0.0
0.0 0.0 0.0
0.0 0.0 0.0
0.0 0.0 0.0
0.1 0.0 -0.2
-0.1 0.0 0.1
0.1 0.0 0.1
0.1 0.0 0.2
0.0 0.0 0.0
0.1 -0.1 0.0
0.0 0.0 0.0
0.0 0.0 0.0
0.0 0.0 0.0
0.0 0.0 0.0
0.0 0.0 0.0
0.0 0.0 0.0
0.0 0.0 0.0
0.0 0.0 0.0
0.0 0.0 0.0
0.0 0.0 0.0
0.0 0.0 0.0
0.0 0.0 0.0
0.0 0.0 0.0
0.0 0.0 0.0
0.0 0.0 0.0
0.0 0.0 0.0
0.0 0.0 0.0
0.0 0.0 0.0
0.0 0.0 0.0
0.0 0.0 0.0
0.0 0.0 0.0
0.0 0.0 0.0
0.0 0.0 0.0
0.0 0.0 0.0
0.0 0.0 0.0
0.0 0.0 0.0
0.0 0.0 0.0
0.0 0.0 0.0
0.0 0.0 0.0
0.0 0.0 0.0
0.0 0.0 0.0
0.0 0.0 0.0
0.0 0.0 0.0
0.0 0.0 0.0
0.0 0.0 0.0
0.0 0.0 0.0
0.0 0.0 0.0
0.0 0.0 0.0
0.0 0.0 0.0
0.0 0.0 0.0
0.0 0.0 0.0

Computed, not measured: a molecular structure, C38H46CaN8O6S4, with ωB97M-V with the def2-TZVPD basis set.

Lowest unoccupied orbital energy, Eh: 0.1145
Total charge: -2
Strongest force on any atom, eV/A: 0.89
E, eV: -126141.230

Cartesian coordinates (Å):
Ca: 0.270 1.711 1.891
C: 0.330 -1.587 -0.802
C: 0.898 -1.585 0.594
N: 2.031 -1.021 0.777
N: 2.611 -1.293 2.001
C: 3.074 -0.337 2.704
S: 2.984 1.386 2.550
S: 3.887 -0.982 4.202
C: 2.376 -1.431 5.130
C: 2.298 -2.895 5.450
C: 2.580 -3.373 6.725
C: 2.515 -4.734 7.009
C: 2.158 -5.632 6.014
C: 1.871 -5.159 4.736
C: 1.944 -3.806 4.454
C: 0.124 -2.264 1.664
C: -0.191 -3.613 1.526
C: -0.888 -4.310 2.503
C: -1.299 -3.610 3.641
C: -1.033 -2.264 3.779
C: -0.334 -1.525 2.784
O: -0.129 -0.257 2.910
H: 0.955 -2.194 -1.464
H: 0.287 -0.580 -1.206
H: -0.673 -1.992 -0.816
H: 1.535 -1.134 4.494
H: 2.349 -0.836 6.043
H: 2.852 -2.669 7.505
H: 2.738 -5.088 8.009
H: 2.097 -6.692 6.231
H: 1.575 -5.847 3.953
H: 1.729 -3.432 3.458
H: 0.140 -4.133 0.631
H: -1.106 -5.364 2.383
H: -1.836 -4.130 4.428
H: -1.368 -1.713 4.651
N: -0.674 1.662 -0.521
C: 0.058 2.501 -1.448
C: -0.734 2.904 -2.706
C: 0.011 2.673 -4.027
C: 1.265 3.503 -4.241
N: 0.933 4.893 -4.574
C: 1.512 5.979 -4.061
N: 2.200 5.938 -2.958
N: 1.372 7.153 -4.782
C: 0.691 3.657 -0.648
O: 0.753 4.826 -1.232
O: 1.144 3.421 0.456
H: -1.209 0.935 -1.010
H: -1.428 2.211 -0.107
H: 0.939 1.923 -1.769
H: -1.042 3.948 -2.621
H: -1.636 2.287 -2.726
H: -0.664 2.820 -4.881
H: 0.312 1.625 -4.070
H: 1.861 3.081 -5.050
H: 1.913 3.504 -3.372
H: 0.297 5.026 -5.342
H: 1.600 5.269 -1.982
H: 2.635 6.818 -2.721
H: 0.707 7.144 -5.539
H: 1.337 7.991 -4.226
O: -0.559 3.176 3.639
N: -1.802 3.256 3.812
N: -2.491 2.907 2.782
O: -1.928 2.499 1.675
C: -3.909 2.833 2.911
C: -4.592 2.009 2.028
C: -5.973 1.915 2.126
C: -6.666 2.636 3.088
C: -5.966 3.461 3.961
C: -4.587 3.570 3.877
H: -4.038 1.451 1.284
H: -6.501 1.266 1.439
H: -7.745 2.558 3.158
H: -6.499 4.032 4.712
H: -4.030 4.207 4.547
S: -3.161 -0.075 -1.514
C: -2.747 -1.333 -2.650
C: -2.623 -1.080 -4.034
C: -2.248 -2.068 -4.933
C: -1.981 -3.364 -4.500
C: -2.105 -3.642 -3.142
C: -2.479 -2.656 -2.241
H: -2.826 -0.074 -4.382
H: -2.162 -1.825 -5.988
H: -1.685 -4.135 -5.201
H: -1.901 -4.643 -2.775
H: -2.565 -2.889 -1.187
O: 3.540 0.844 -3.607
S: 2.619 -0.093 -2.864
C: 1.950 -1.227 -4.118
C: 2.981 -2.338 -4.284
C: 3.380 -2.707 -2.859
C: 3.665 -1.391 -2.135
H: 1.782 -0.619 -5.005
H: 0.990 -1.605 -3.755
H: 3.846 -1.952 -4.831
H: 2.577 -3.188 -4.836
H: 4.239 -3.378 -2.814
H: 2.543 -3.218 -2.377
H: 4.669 -1.013 -2.334
H: 3.481 -1.413 -1.060

Forces on the atoms, in the same order (eV/Å):
0.1 -0.3 0.1
0.1 0.0 0.1
-0.1 0.1 -0.1
-0.1 0.0 0.1
0.1 -0.2 -0.2
0.0 0.3 0.4
0.2 -0.2 -0.2
0.0 0.0 0.1
-0.1 0.1 0.0
0.1 -0.1 -0.1
0.0 0.0 0.0
0.0 0.0 0.0
0.0 0.1 0.0
0.0 0.0 0.0
0.0 0.0 0.0
0.1 -0.2 -0.2
0.0 0.0 0.0
0.0 0.1 0.1
0.0 0.0 -0.1
0.0 0.1 -0.1
-0.1 0.1 0.2
-0.1 -0.1 -0.1
-0.1 0.0 0.0
0.0 0.1 0.0
0.0 0.0 0.0
0.1 0.0 0.2
0.0 0.0 0.0
0.0 0.0 0.0
0.0 0.0 0.0
0.0 0.0 0.0
0.0 0.0 0.0
0.0 0.0 0.1
0.0 0.0 0.0
0.0 0.0 0.0
0.0 0.0 0.0
0.0 0.0 0.0
-0.2 0.1 0.3
0.3 0.0 -0.3
-0.1 0.2 -0.1
0.0 -0.1 0.3
0.0 0.0 0.1
0.0 -0.1 -0.1
0.0 0.2 -0.1
-0.1 -0.2 0.5
0.0 0.0 0.0
0.3 0.1 -0.8
0.6 0.2 -0.4
-0.1 0.3 0.3
0.3 -0.1 0.0
0.0 0.1 -0.1
0.0 0.0 0.0
-0.1 0.0 0.0
0.0 0.0 0.0
0.0 0.0 0.1
0.0 -0.1 0.0
0.0 0.0 -0.1
0.0 0.0 0.1
0.0 0.0 0.0
-0.6 -0.3 0.3
0.0 0.0 0.0
0.0 0.0 0.0
0.0 0.0 0.0
-0.1 0.0 0.1
0.1 0.1 0.0
0.0 0.0 0.1
-0.3 0.0 0.2
0.1 0.0 -0.1
-0.1 0.0 -0.1
0.0 0.0 0.0
0.0 0.0 0.0
0.0 0.0 0.0
0.0 0.0 0.0
0.0 0.0 0.0
0.0 0.0 0.0
0.0 0.0 0.0
0.0 0.0 0.0
0.0 0.0 0.0
-0.2 -0.3 -0.3
0.0 0.1 0.0
0.1 0.0 0.1
0.0 0.0 0.0
0.0 0.0 0.0
0.0 0.0 0.0
-0.1 0.0 -0.1
0.0 0.0 0.0
0.0 0.0 0.0
0.0 0.0 0.0
0.0 0.0 0.0
0.0 0.0 0.0
-0.2 -0.2 0.1
0.1 0.5 -0.2
0.0 -0.1 0.0
0.0 0.0 0.0
0.0 0.0 0.1
0.1 -0.1 0.0
0.0 0.0 0.0
0.0 0.0 0.0
0.0 0.0 0.0
0.0 0.0 0.0
0.0 0.0 0.0
0.0 0.0 0.0
0.0 0.0 0.0
0.0 0.0 0.0